1.
C7H10O2 | the ωB97M-V functional and the def2-TZVPD basis

Max |F|: 6.53 eV Å⁻¹
Energy relative to the best compared isomer or geometry (same formula, charge and spin): 3.686 eV
E_HOMO: -0.3356 Eh
Kohn-Sham gap: 8.97 eV

```
! RIJCOSX wB97M-V def2-TZVPD def2/J DEFGRID3
* xyz 0 1
C -0.23 0.77 3.61
C 0.67 1.47 1.50
C 0.90 1.20 0.11
C 0.36 0.21 -0.62
C 0.53 -0.03 -2.00
C 0.06 -0.99 -2.71
C -1.04 -1.93 -2.35
H -1.02 1.53 3.64
H -0.71 -0.13 3.96
H 0.59 0.66 4.46
H 1.68 1.68 -0.36
H -0.44 -0.37 -0.20
H 1.50 0.58 -2.36
H 0.41 -0.77 -3.69
H -2.15 -2.03 -3.25
H -0.65 -2.99 -2.52
H -1.59 -1.91 -1.47
O 0.09 0.47 2.21
O 1.05 2.57 2.05
*
```



2.
C21H21N3O5S | the ωB97M-V functional and the def2-TZVPD basis

Max |F|: 1.05 eV Å⁻¹
Energy relative to the best compared isomer or geometry (same formula, charge and spin): 2.679 eV
E_HOMO: -0.3032 Eh
Structure (SMILES): COc1ccc(N(CC(=O)Nc2cccnc2)S(=O)(=O)c2ccccc2)cc1OC
Kohn-Sham gap: 8.76 eV

```
! RIJCOSX wB97M-V def2-TZVPD def2/J DEFGRID3
* xyz 0 1
C 0.96 -2.06 -5.76
O 0.15 -2.12 -4.61
C 0.68 -1.75 -3.42
C 1.97 -1.26 -3.23
C 2.43 -0.91 -1.97
C 1.59 -1.01 -0.87
N 2.03 -0.66 0.42
C 2.72 0.59 0.65
C 1.77 1.74 0.98
O 2.08 2.65 1.72
N 0.57 1.63 0.35
C -0.61 2.31 0.61
C -1.78 1.89 -0.03
C -2.97 2.52 0.25
C -2.96 3.55 1.17
N -1.86 3.97 1.78
C -0.72 3.38 1.50
S 1.64 -1.53 1.80
O 2.81 -1.53 2.62
O 1.08 -2.78 1.39
C 0.39 -0.54 2.61
C 0.80 0.47 3.47
C -0.16 1.29 4.06
C -1.50 1.09 3.78
C -1.90 0.06 2.95
C -0.95 -0.76 2.36
C 0.29 -1.49 -1.05
C -0.16 -1.88 -2.29
O -1.40 -2.37 -2.54
C -2.23 -2.67 -1.44
H 1.28 -1.04 -5.97
H 0.33 -2.42 -6.57
H 1.84 -2.70 -5.66
H 2.64 -1.17 -4.07
H 3.45 -0.57 -1.86
H 3.33 0.86 -0.22
H 3.40 0.44 1.50
H 0.47 0.85 -0.30
H -1.73 1.07 -0.74
H -3.89 2.21 -0.23
H -3.87 4.08 1.44
H 0.15 3.76 2.02
H 1.85 0.59 3.69
H 0.15 2.08 4.72
H -2.24 1.74 4.22
H -2.95 -0.11 2.75
H -1.24 -1.59 1.73
H -0.34 -1.59 -0.18
H -3.10 -3.18 -1.86
H -1.73 -3.34 -0.73
H -2.56 -1.77 -0.92
*
```



3.
CH3BrCl2Si | the ωB97M-V functional and the def2-TZVPD basis

Max |F|: 3.60 eV Å⁻¹
Energy relative to the best compared isomer or geometry (same formula, charge and spin): 3.125 eV
E_HOMO (spin up / spin down): -0.2693 / -0.3777 Eh
Kohn-Sham gap (spin up / spin down): 7.20 / 7.03 eV

```
! RIJCOSX wB97M-V def2-TZVPD def2/J DEFGRID3
* xyz 0 3
C -1.26 -0.31 0.48
Si 1.13 0.33 -0.34
Cl -1.64 -1.85 -0.32
Cl 3.46 0.62 -0.50
Br -2.20 1.16 -0.36
H -1.48 -0.52 1.58
H 0.74 1.58 0.31
H 1.24 -1.02 -0.85
*
```



4.
C18H40P2SiTi | the ωB97M-V functional and the def2-TZVPD basis

Max |F|: 3.81 eV Å⁻¹
Energy relative to the best compared isomer or geometry (same formula, charge and spin): 0.000 eV
E_HOMO (spin up / spin down): -0.1880 / -0.1879 Eh
Kohn-Sham gap (spin up / spin down): 4.85 / 4.60 eV

```
! RIJCOSX wB97M-V def2-TZVPD def2/J DEFGRID3
* xyz 0 3
P -0.54 -2.31 -2.46
P 0.12 1.48 -2.08
C -0.71 -0.85 -3.56
C 0.37 0.23 -3.38
H -1.72 -0.44 -3.42
H -0.65 -1.23 -4.59
H 1.39 -0.19 -3.24
H 0.41 0.81 -4.32
C -1.00 2.70 -2.89
H -1.29 3.50 -2.19
H -1.91 2.19 -3.20
H -0.56 3.17 -3.78
C 1.69 2.45 -2.42
H 1.66 2.88 -3.42
H 2.60 1.83 -2.33
H 1.78 3.29 -1.70
C -2.12 -3.15 -2.57
H -2.21 -3.96 -1.83
H -2.23 -3.58 -3.59
H -2.93 -2.42 -2.42
C 0.65 -3.34 -3.38
H 1.58 -2.81 -3.61
H 0.22 -3.67 -4.34
H 0.90 -4.24 -2.81
Ti -0.42 -1.43 3.52
C 0.11 1.79 -0.31
C -1.16 1.14 -0.74
C -1.65 -0.26 -0.37
C -0.68 -1.41 0.06
C 0.39 -1.82 -1.02
C 1.53 -0.85 -1.20
C 2.04 0.00 -0.09
C 1.07 1.03 0.61
C 1.64 -1.67 3.96
H 0.07 2.87 -0.12
H -2.02 1.83 -0.88
H -2.29 -0.64 -1.20
H -2.35 -0.16 0.48
H -0.27 -1.26 1.10
H -1.33 -2.30 0.23
H 0.79 -2.82 -0.71
H 2.33 -1.26 -1.82
H 2.84 0.62 -0.52
H 2.54 -0.64 0.68
H 0.47 0.52 1.39
H 1.67 1.77 1.17
H 2.25 -0.76 4.04
H 1.82 -2.16 2.96
H 1.88 -2.41 4.74
C 1.07 2.05 4.23
Si -0.41 0.90 3.96
C -0.82 -0.08 5.54
C -1.80 2.09 3.46
H 1.98 1.47 4.49
H 0.87 2.79 5.03
H 1.26 2.58 3.28
H 0.02 0.06 6.25
H -1.74 0.34 5.94
H -0.99 -1.20 5.36
H -1.78 3.02 4.06
H -1.63 2.33 2.40
H -2.78 1.61 3.56
*
```



5.
C3H9S2 | the ωB97M-V functional and the def2-TZVPD basis

Max |F|: 0.76 eV Å⁻¹
Energy relative to the best compared isomer or geometry (same formula, charge and spin): 0.857 eV
E_HOMO: -0.0815 Eh
Kohn-Sham gap: 5.35 eV

```
! RIJCOSX wB97M-V def2-TZVPD def2/J DEFGRID3
* xyz -1 1
C -2.23 -0.45 2.39
S -1.38 1.16 2.18
H -3.06 -0.35 3.09
H -2.68 -0.81 1.44
H -1.54 -1.24 2.70
C 0.92 0.65 -2.59
S 2.32 0.56 -1.43
C 1.53 -0.31 -0.08
H 1.13 1.49 -3.25
H 0.02 0.89 -2.04
H 0.85 -0.27 -3.17
H 1.47 -1.39 -0.17
H 2.09 -0.06 0.83
H 0.55 0.13 0.10
*
```



6.
C5H11N3O2 | the ωB97M-V functional and the def2-TZVPD basis

Max |F|: 0.42 eV Å⁻¹
Energy relative to the best compared isomer or geometry (same formula, charge and spin): 0.275 eV
E_HOMO: -0.3022 Eh
Structure (SMILES): C=C(N)[C@@](N)(O)CC(N)=O
Kohn-Sham gap: 9.01 eV

```
! RIJCOSX wB97M-V def2-TZVPD def2/J DEFGRID3
* xyz 0 1
C -2.49 1.28 0.15
C -1.63 0.30 0.41
N -1.70 -0.54 1.52
C -0.39 0.05 -0.44
N -0.29 -1.39 -0.67
O -0.48 0.78 -1.63
C 0.85 0.48 0.38
C 2.11 0.17 -0.39
N 3.05 -0.53 0.29
O 2.27 0.48 -1.55
H -3.35 1.44 0.78
H -2.34 1.93 -0.68
H -2.61 -0.58 1.95
H -1.30 -1.45 1.35
H 0.52 -1.59 -1.25
H -1.11 -1.70 -1.18
H 0.42 0.85 -2.00
H 0.83 -0.01 1.35
H 0.78 1.56 0.52
H 3.92 -0.75 -0.16
H 2.93 -0.78 1.26
*
```



7.
C6H5N2 | the ωB97M-V functional and the def2-TZVPD basis

Max |F|: 3.82 eV Å⁻¹
Energy relative to the best compared isomer or geometry (same formula, charge and spin): 3.373 eV
E_HOMO: -0.5707 Eh
Structure (SMILES): N#CC/C=C/C1=[N+]=C1
Kohn-Sham gap: 9.17 eV

```
! RIJCOSX wB97M-V def2-TZVPD def2/J DEFGRID3
* xyz 1 1
N 2.43 -2.93 -0.07
C 1.72 -2.07 0.19
C 0.93 -1.20 1.03
C -0.14 -0.36 0.46
C 0.13 0.38 -0.70
C -0.90 1.19 -1.16
N -2.05 1.81 -0.77
C -1.58 2.10 -1.93
H 0.36 -1.73 1.89
H 1.62 -0.33 1.50
H -1.09 -0.52 0.96
H 1.02 0.44 -1.33
H -1.73 2.69 -2.79
*
```



8.
CHN3O2 | the ωB97M-V functional and the def2-TZVPD basis

Max |F|: 5.47 eV Å⁻¹
Energy relative to the best compared isomer or geometry (same formula, charge and spin): 2.688 eV
E_HOMO: -0.3856 Eh
Structure (SMILES): O=c1nn[nH]o1
Kohn-Sham gap: 9.89 eV

```
! RIJCOSX wB97M-V def2-TZVPD def2/J DEFGRID3
* xyz 0 1
O 1.40 0.01 1.80
C 0.86 0.10 0.70
N 1.11 -0.06 -0.59
N 0.08 -0.01 -1.29
N -0.94 0.16 -0.54
O -0.59 0.21 0.74
H -1.93 -0.42 -0.82
*
```